ORCA calculation (wB97M-V/def2-TZVPD) on C40H110AsF6N10O10 as an isolated structure at a distorted geometry.

Geometry (Å):
As: 0.43 -0.66 0.62
F: 0.91 0.65 1.77
F: 1.76 -1.69 1.36
F: 0.06 -1.97 -0.65
F: -0.88 0.31 0.01
F: 1.57 0.14 -0.50
F: -0.75 -1.41 1.86
C: -0.77 4.06 3.04
C: -0.34 5.18 2.12
C: -0.82 4.92 0.67
O: -0.64 3.56 0.17
C: 0.70 3.13 0.21
N: -0.90 6.47 2.61
H: -0.73 4.27 4.10
H: -0.20 3.14 2.92
H: -1.84 3.85 2.99
H: 0.73 5.34 2.01
H: -0.31 5.59 -0.02
H: -1.87 5.21 0.61
H: 0.84 2.22 -0.38
H: 1.20 3.09 1.18
H: 1.35 3.80 -0.34
H: -0.67 6.59 3.59
H: -1.90 6.43 2.64
C: -3.60 1.53 1.46
C: -3.80 1.84 -0.05
C: -5.24 1.58 -0.49
O: -5.37 1.93 -1.84
C: -6.76 2.03 -2.20
N: -3.63 3.29 -0.23
H: -2.62 1.81 1.83
H: -3.66 0.44 1.50
H: -4.41 1.87 2.11
H: -3.10 1.32 -0.71
H: -5.94 2.04 0.21
H: -5.30 0.49 -0.56
H: -6.71 2.30 -3.25
H: -7.42 2.72 -1.66
H: -7.28 1.08 -2.12
H: -2.75 3.33 0.28
H: -4.17 3.83 0.42
C: 2.13 -5.05 3.81
C: 1.05 -5.31 2.65
C: -0.33 -4.61 2.81
O: -0.98 -5.07 3.99
C: -1.64 -6.32 4.06
N: 1.57 -4.67 1.53
H: 2.90 -4.29 3.62
H: 2.62 -5.99 4.05
H: 1.63 -4.88 4.76
H: 1.03 -6.37 2.40
H: -1.04 -4.79 2.00
H: -0.14 -3.54 2.93
H: -2.19 -6.60 4.96
H: -0.98 -7.16 3.86
H: -2.46 -6.19 3.36
H: 2.56 -4.86 1.58
H: 1.43 -3.68 1.60
C: -0.40 0.87 -3.85
C: -1.14 1.92 -3.11
C: -1.08 3.44 -3.54
O: -2.04 4.19 -2.71
C: -1.66 5.60 -2.73
N: -2.59 1.54 -3.08
H: -0.40 -0.08 -3.31
H: 0.65 1.14 -3.94
H: -0.74 0.90 -4.88
H: -0.69 1.96 -2.11
H: -1.22 3.66 -4.60
H: -0.04 3.68 -3.31
H: -1.45 5.87 -3.77
H: -0.68 5.88 -2.35
H: -2.49 6.16 -2.31
H: -2.73 0.62 -2.69
H: -2.71 1.20 -4.03
C: -2.29 -5.61 -5.41
C: -2.46 -4.12 -5.10
C: -1.12 -3.37 -4.99
O: -0.56 -3.36 -3.68
C: 0.75 -2.84 -3.59
N: -3.45 -3.51 -6.01
H: -3.22 -6.14 -5.61
H: -1.83 -6.11 -4.56
H: -1.70 -5.85 -6.30
H: -3.00 -4.01 -4.15
H: -1.26 -2.31 -5.22
H: -0.59 -3.84 -5.82
H: 1.45 -3.19 -4.35
H: 1.18 -3.06 -2.61
H: 0.64 -1.76 -3.61
H: -3.17 -3.71 -6.96
H: -4.25 -4.11 -5.97
C: -6.99 -0.96 1.93
C: -6.90 -0.95 3.40
C: -5.53 -0.88 4.05
O: -4.65 -1.79 3.47
C: -3.31 -1.62 3.91
N: -7.68 0.22 3.85
H: -6.26 -1.71 1.61
H: -6.66 0.00 1.53
H: -8.02 -1.10 1.61
H: -7.49 -1.79 3.75
H: -5.65 -1.04 5.12
H: -5.07 0.02 3.63
H: -2.60 -2.41 3.64
H: -3.39 -1.49 4.99
H: -2.87 -0.70 3.53
H: -8.58 0.32 3.41
H: -7.84 0.30 4.84
C: -4.63 -2.03 -2.24
C: -3.55 -2.19 -1.13
C: -3.06 -3.63 -1.09
O: -4.10 -4.65 -1.02
C: -4.55 -4.79 0.33
N: -2.47 -1.33 -1.65
H: -4.95 -1.00 -2.35
H: -5.46 -2.70 -2.01
H: -4.27 -2.38 -3.21
H: -3.85 -1.70 -0.20
H: -2.29 -3.76 -0.32
H: -2.48 -3.78 -2.00
H: -5.33 -5.54 0.41
H: -5.09 -3.90 0.65
H: -3.80 -5.05 1.07
H: -2.04 -0.91 -0.83
H: -1.67 -1.87 -1.93
C: 7.09 1.73 4.43
C: 6.06 1.05 5.33
C: 4.79 0.72 4.47
O: 4.31 1.97 3.95
C: 3.06 1.74 3.16
N: 6.73 -0.13 5.91
H: 6.80 2.71 4.05
H: 7.34 1.16 3.53
H: 8.04 1.82 4.95
H: 5.67 1.72 6.09
H: 3.98 0.35 5.10
H: 5.13 0.07 3.66
H: 2.53 2.69 3.09
H: 2.37 1.05 3.65
H: 3.26 1.41 2.14
H: 6.03 -0.85 5.78
H: 7.42 -0.47 5.26
C: 6.19 5.00 -3.85
C: 4.74 5.05 -3.24
C: 4.24 3.70 -2.65
O: 4.00 2.65 -3.58
C: 3.41 1.42 -2.99
N: 4.59 6.18 -2.36
H: 6.57 5.99 -4.10
H: 6.09 4.51 -4.82
H: 6.78 4.41 -3.15
H: 3.98 5.32 -3.98
H: 3.30 4.01 -2.18
H: 4.89 3.48 -1.80
H: 2.39 1.62 -2.65
H: 4.16 0.91 -2.38
H: 3.23 0.70 -3.79
H: 4.65 7.04 -2.89
H: 5.39 5.98 -1.78
C: 8.62 -0.25 -1.51
C: 7.99 -0.78 -0.19
C: 6.50 -1.19 -0.28
O: 5.87 -1.15 1.03
C: 4.43 -1.16 0.85
N: 8.69 -2.04 0.18
H: 9.70 -0.15 -1.41
H: 8.19 0.73 -1.71
H: 8.41 -1.00 -2.27
H: 8.10 -0.01 0.57
H: 6.26 -2.04 -0.93
H: 6.09 -0.40 -0.92
H: 4.14 -2.07 0.33
H: 4.14 -0.33 0.21
H: 4.03 -0.90 1.84
H: 8.64 -2.61 -0.65
H: 8.01 -2.53 0.75

Summary:
**Energy relative to the best compared isomer or geometry (same formula, charge and spin)**: 8.6111 eV
**Largest force on an atom**: 2.98 eV/A
**DFT total energy**: -5724.7363 hartree
**Net charge**: -1
**LUMO level**: 2.23 eV
**Molecular weight**: 1080.3 g/mol
**HOMO level**: -6.085 eV

Atomic partial charges in e from the Löwdin method, atoms 1 to 2:
1 As 1.017
2 F -0.278